ORCA calculation (ωB97M-V/def2-TZVPD) on 12 unconnected molecules or ions with the total composition C60H56N8O28.

The highest occupied orbital energy comes out at -9.39 eV. Its orbital gap is 8.477 eV. For the calculated total energy, the calculation gives -4863.99629 Ha. The spin multiplicity is 1.

Last column: Löwdin charge in e.
Positions of all 152 atoms, in Å:
H (1.591308, 1.439726, -6.215588)  0.124
H (0.570191, -5.639260, -0.181172)  0.102
N (-1.947225, 6.145163, 2.015302)  -0.344
C (-6.226827, -0.163035, -2.521261)  -0.050
C (3.800451, -4.886138, -4.876646)  -0.074
H (2.571189, 5.398388, 2.099800)  0.117
C (-2.424573, 0.887081, 3.108349)  -0.100
C (-2.997186, -4.973439, -3.646257)  -0.066
H (0.172139, -1.883545, -0.776638)  0.094
C (-0.339116, 0.891068, 7.760751)  -0.179
C (1.211640, 1.627739, -5.237292)  -0.076
H (-0.348812, -0.854092, 8.931351)  0.119
C (2.699776, -3.963918, 4.289914)  -0.117
C (2.985844, -2.276623, -4.265360)  -0.005
C (-3.204034, -1.727399, 2.863185)  -0.081
C (1.551191, -5.227999, -0.244303)  -0.067
O (-2.653762, 1.633679, -5.430039)  0.079
O (-1.853611, 1.123852, 9.481382)  0.063
H (2.586051, 5.062229, -0.379738)  0.100
C (0.772379, 0.780946, 1.332675)  -0.145
C (0.276910, 1.754208, 6.874442)  0.011
N (-2.075268, 2.383573, 3.308903)  -0.313
H (2.092692, 2.100568, 5.902584)  0.095
H (3.685970, 1.960090, 0.815949)  0.121
C (1.542511, -0.531685, 7.972947)  -0.052
O (-2.441365, 1.714520, 7.463548)  0.078
H (3.259527, -3.629445, 3.400649)  0.112
C (0.446156, 1.452067, -0.948933)  -0.050
O (4.815212, 0.596100, 3.514912)  0.074
C (-0.643031, 5.954294, 0.012204)  -0.008
H (0.136752, -0.137450, -2.341356)  0.095
H (0.460475, 5.443470, -1.736581)  0.115
C (2.083935, -3.249342, -4.683348)  -0.104
O (-2.948690, 2.358739, -0.555507)  0.026
N (0.573878, -2.961441, -4.760070)  -0.297
O (-1.280517, -3.663895, -0.917901)  0.113
C (4.515419, 1.460250, 1.289049)  -0.096
H (0.537093, 0.837520, -4.920761)  0.097
C (2.263273, 2.770627, -3.492219)  -0.557
C (0.528096, 5.838335, 2.164207)  0.014
H (1.854551, -5.289994, -5.544527)  0.132
O (4.291592, 0.038733, 1.357993)  0.041
O (-1.657092, 2.667453, 4.404209)  0.075
C (1.670485, 5.325138, 0.108117)  -0.087
H (0.633129, -1.231347, 1.691730)  0.106
O (4.442611, -1.580352, 3.014853)  0.078
H (-4.993742, 1.231344, -5.404109)  0.116
O (2.955543, 3.047015, -2.610408)  0.192
H (-3.045506, -1.828912, 4.983449)  0.106
O (-2.614219, -2.960610, -2.600721)  0.036
C (-2.591644, 0.129102, 4.259582)  0.001
O (-2.046343, 3.033565, 2.285267)  0.072
O (-0.541115, -4.741508, 4.854459)  0.164
C (0.591948, 1.839416, 0.380618)  0.039
H (-5.084899, -0.330696, -0.737856)  0.102
C (-5.067967, -0.091750, -1.774520)  -0.038
H (-1.510946, 6.199675, -0.542582)  0.104
C (-3.774524, 3.691625, -2.193043)  -0.159
H (-0.256369, 2.613522, 6.503479)  0.114
O (4.376128, -7.016157, -2.581653)  0.070
C (-0.628056, 6.011835, 1.392821)  -0.143
H (5.045668, -1.907272, -3.886199)  0.126
C (-2.483299, 3.983383, -2.623731)  -0.006
O (1.456080, -4.519650, 3.865349)  0.073
C (0.250117, -0.211990, 8.328824)  -0.005
H (-2.528864, -5.388363, -4.511304)  0.108
C (-3.879112, 0.272503, -2.430975)  -0.016
H (-3.262632, -2.830699, 2.732008)  0.122
H (-3.064466, -1.476310, 0.716013)  0.118
H (0.744509, 2.868298, 0.668374)  0.093
H (-2.516302, -3.102518, -4.590340)  0.100
C (1.868761, -4.061246, 0.418223)  -0.051
N (-2.629629, 1.136458, -4.322373)  -0.313
O (-5.025953, 3.083559, -0.401990)  0.112
H (5.206490, -3.810960, -0.468766)  0.125
N (4.745447, -6.097202, -1.900260)  -0.341
C (3.220651, -3.573490, 0.406345)  -0.040
C (-3.183107, -3.423280, -3.815166)  -0.090
O (-1.637877, 1.041779, -3.642760)  0.074
H (0.491492, 5.915290, 3.248633)  0.128
C (-3.002633, -1.193678, 4.120822)  -0.061
C (-2.782129, 0.387795, 1.847468)  -0.021
H (-7.120076, 0.029224, -4.446160)  0.096
H (-2.694953, 1.028576, 0.953332)  0.086
H (5.753108, -4.137662, -4.123217)  0.112
H (2.330793, -7.035778, -1.137181)  0.141
C (2.479090, -4.538564, -5.030979)  -0.013
H (5.246932, 1.457970, 0.497009)  0.131
C (-2.343909, 4.666993, -3.821766)  -0.056
C (-4.916668, 3.885236, -2.952969)  0.004
C (0.644571, 3.023137, -5.061363)  -0.161
C (2.546261, -5.980341, -0.839924)  -0.015
H (4.030513, -5.923193, -5.070125)  0.110
H (-3.361186, 5.319890, -5.605095)  0.117
H (-7.152045, -0.364729, -1.990957)  0.111
C (4.969609, 1.785786, 2.671825)  -0.083
H (3.176326, 0.025950, 6.679092)  0.107
C (-5.082494, 0.682471, -4.482266)  -0.008
O (5.882509, -5.614670, -2.045119)  0.029
C (4.178554, -4.200866, -0.394291)  0.015
C (4.718290, -3.957075, -4.424190)  -0.070
C (-3.473666, 4.810020, -4.642975)  -0.066
C (-1.940732, -3.879231, -1.915233)  -0.551
H (-5.883652, 3.617467, -2.524927)  0.132
N (-3.939978, 2.992928, -0.935575)  -0.306
H (5.939527, 2.209785, 2.823943)  0.125
O (1.308596, 2.292261, 2.933670)  0.047
H (2.938165, -3.054299, 6.192189)  0.123
C (4.451729, -0.383128, 2.661392)  -0.500
C (-6.227003, 0.192927, -3.895060)  -0.052
H (-1.772263, 3.713980, -1.869679)  0.101
H (3.291703, -4.745550, 4.736516)  0.129
H (-4.241544, -3.110053, -3.847017)  0.138
O (1.478126, 0.199373, 3.451712)  0.085
H (-3.057482, 0.386089, -1.805704)  0.087
C (2.173580, 0.271997, 7.010557)  -0.060
H (1.142902, 3.732045, -5.779810)  0.151
C (2.347483, -2.945238, 5.306999)  -0.107
C (-3.905141, 0.661678, -3.731009)  -0.147
O (-2.034594, 6.073544, 3.225560)  0.081
C (-4.706484, 4.359762, -4.223806)  -0.083
O (0.219307, -1.794795, -4.594806)  0.060
C (1.550133, 1.405782, 6.488761)  -0.065
O (0.976447, -3.301592, 5.657301)  0.045
H (4.346690, 2.515618, 3.167583)  0.120
H (-5.531851, 4.472797, -4.936709)  0.119
C (0.582674, -0.531962, 0.888758)  0.024
O (2.342527, 1.697893, -4.317317)  0.045
H (1.120475, -3.556297, 1.042688)  0.105
H (-1.338735, 5.063205, -4.061804)  0.116
N (-1.639272, 1.236643, 8.253550)  -0.331
O (1.050272, 3.446016, -3.787360)  -0.006
H (2.313319, -1.932855, 4.949219)  0.102
H (-2.309746, 0.550192, 5.230474)  0.102
C (0.370256, 0.143370, -1.323677)  -0.087
O (-0.114179, -3.939645, -5.034814)  0.064
C (4.294942, -2.669172, -4.175070)  -0.082
H (-3.933024, -5.513224, -3.422636)  0.131
H (3.499582, -2.764552, 1.077060)  0.078
N (1.212830, 1.084795, 2.663474)  -0.318
H (0.317218, 2.259286, -1.658997)  0.093
C (0.505024, 5.507708, -0.626316)  -0.062
O (-2.036414, -5.083058, -2.538933)  0.051
C (3.795119, -5.441055, -0.979158)  -0.151
C (-3.024363, -0.962885, 1.716635)  -0.086
C (1.674291, 5.499145, 1.471461)  -0.088
H (1.924147, -1.471789, 8.322657)  0.104
C (0.543091, -4.282793, 4.791896)  -0.592
O (-2.936642, 6.218310, 1.287011)  0.052
C (0.339558, -0.854930, -0.453002)  -0.047
H (-0.419101, 3.032876, -5.155885)  0.087
H (2.748107, -1.276771, -3.965925)  0.108

Cartesian forces, eV/Å:
H 0.2555 -0.1329 -0.6470
H -0.5932 -0.0793 0.0452
N -1.4081 -0.2753 0.6095
C 0.0122 0.4357 -0.3902
C 0.3503 -0.5048 0.1840
H -0.2055 -0.1232 -0.6954
C -1.6111 0.6576 0.3569
C -0.0926 0.6899 0.6567
H 0.0423 0.3123 0.3233
C 0.2222 0.2098 0.3386
C 0.3300 0.5877 1.3649
H -0.1660 -0.2313 0.6246
C 1.0780 -0.6122 -1.4531
C -0.6888 -0.5807 -0.1458
C 0.8615 -1.4688 -0.5211
C 0.3028 -0.0727 0.6584
O -0.0997 -0.0505 -0.2705
O 0.3438 -0.1446 -2.0672
H 0.3062 -0.2239 -0.3406
C -0.6868 0.2909 -3.1095
C -0.3960 -0.6368 0.1320
N 0.9369 -2.9617 -1.1570
H 0.4709 0.2342 -0.8633
H -0.8243 0.2573 0.7109
C -0.3443 0.3035 -1.2021
O 0.3214 -0.3948 0.3536
H -0.4488 0.2025 0.4929
C -0.2176 2.1821 1.0085
O -0.2555 0.1721 -2.4105
C 1.1303 -0.7392 0.2727
H 0.2844 0.3686 -0.3475
H 0.4071 -0.1646 0.9598
C -1.3629 -0.0228 -0.0603
O -1.3324 0.5556 0.1394
N 1.8431 -0.0225 -0.3816
O -1.1665 -0.4016 -1.4392
C 0.7931 -1.6037 -1.5036
H 0.0245 -0.0330 0.1376
C -3.9569 -0.9348 -2.4367
C -1.2646 -0.1184 -0.4529
H -0.1129 0.7914 0.8137
O -0.7725 -0.8386 2.2735
O -0.3309 0.9057 -0.0658
C -0.0416 -0.1562 -0.4884
H 0.0296 -0.9214 0.1539
O -0.5568 3.6296 -1.3680
H -0.4456 -0.5054 -0.5932
O 1.9802 0.7073 1.9218
H -0.1396 -0.1657 0.3042
O -0.1903 1.3799 0.9093
C 0.5191 0.1447 0.1085
O -0.2112 0.7581 0.5209
O -0.8399 -0.6960 -0.1061
C 1.0673 -1.5095 0.5944
H 0.1665 -0.0158 0.6513
C 0.1240 0.0930 -1.6211
H -0.7592 0.0055 -0.2331
C -0.1597 -0.1627 -0.8496
H 0.0593 0.1319 -0.0647
O -0.7741 -0.8203 0.0085
C 0.0434 0.0367 0.1902
H -0.5590 -0.6065 -0.0304
C -1.3874 0.2984 0.5804
O 0.4228 -0.4527 -0.4935
C 0.2104 -0.0720 -0.4460
H 0.2755 -0.3842 -0.4807
C -1.5713 -0.3934 1.1244
H -0.4009 0.9123 0.2996
H -0.0895 0.8087 1.0573
H -0.2913 0.0377 0.0183
H -0.2328 0.5384 -0.7305
C 1.3638 0.8020 0.4232
N -0.7920 0.2729 0.0742
O 0.6160 -0.5998 0.3976
H -0.7031 -0.3961 -0.0920
N 1.8232 1.0017 -0.4117
C -0.9936 -0.7064 -0.2092
C 0.0601 -1.8577 1.0190
O 0.5609 -0.1138 0.2527
H -0.0476 -0.0427 -0.3066
C 0.3194 0.3480 -0.0022
C 1.3236 1.1804 -0.5680
H -0.6657 0.3867 -0.4615
H -0.0643 -0.3579 0.8197
H -0.3354 -0.5646 -0.6241
H 0.2880 1.2457 -0.1648
C -0.4322 -0.0094 -0.7580
H 0.9118 0.8206 0.1029
C 0.6003 -0.0504 0.1006
C 0.2524 -0.3653 0.5587
C 0.8064 0.6686 -1.5893
C -0.5382 -1.3913 -0.4690
H 0.4638 0.0443 -0.0567
H -0.1344 -0.3321 0.3143
H -0.0416 -0.3063 -0.3703
C -0.8395 1.3495 2.2394
H -0.0242 0.0323 0.0213
C 0.9335 0.3220 0.3383
O -1.2385 -0.1353 0.8119
C -0.4553 -0.7127 0.3814
C 0.5835 0.2027 0.6066
C 1.3460 0.4068 0.0028
C 1.0946 -0.5144 0.4367
H 0.2671 0.0722 -0.3838
N 0.7257 0.0499 0.1890
H 0.9973 -0.3681 -0.4283
O 0.1277 -1.0919 -0.0530
H 0.4260 0.2288 0.4854
C 0.9375 -3.7183 0.5855
C 0.2632 -0.3595 1.1547
H 1.0202 0.1938 -0.2737
H 0.1548 -0.5361 0.1856
H 0.6981 0.0009 -0.3091
O 0.0203 -0.2166 -0.2648
H 1.7624 -0.0594 0.4761
C 0.1219 -0.1911 0.4634
H -0.7360 -0.6409 0.2546
C -1.5319 0.3869 0.3792
C -0.0945 0.0839 -0.4656
O 0.5413 0.2939 -0.2181
C -1.1065 0.6796 -1.1297
O -0.2654 -1.5423 -0.1104
C 0.2982 -0.2108 0.8208
O 0.5239 -0.7239 -0.3601
H -0.5932 0.3073 -0.1730
H 0.1534 -0.0741 0.4788
C 0.2209 0.5081 1.0276
O 0.4693 0.0205 0.0415
H 0.3046 -0.1988 -0.4356
H -0.8278 -0.2969 -0.2129
N -1.6994 0.9854 1.7347
O 1.4661 -0.4827 0.9958
H 0.2351 0.4643 -0.1675
H -0.3125 -0.1301 -0.3754
C -1.0347 0.5166 -2.7113
O -0.2593 1.4968 0.4522
C 1.2500 1.1051 0.3072
H 0.5175 0.2245 0.2041
H -0.0389 0.1290 -0.4032
N -0.1754 1.5254 0.8101
H 0.1032 -0.1459 -0.2245
C -0.1642 0.8353 -0.9887
O -0.9185 0.3904 -0.2616
C 1.2150 1.3625 -0.1587
C -0.5315 -0.7309 -0.6337
C 0.5669 0.3131 1.4649
H 0.5509 -0.0758 0.1073
C -0.0671 1.8222 0.9555
O 0.8682 0.1731 0.1509
C 0.5252 -1.8807 2.8361
H -0.6555 0.1778 0.0095
H -0.5876 0.2948 -0.0788